Formula: C34H53N2NiO2P2
Source: the Open Molecules 2025 dataset
Level of theory: ωB97M-V/def2-TZVPD

```
94
Properties=species:S:1:pos:R:3:lowdin_spin:R:1
C -1.413 2.199 -1.538 0.007
C -2.584 1.281 0.275 0.011
C -2.547 2.874 -1.982 0.003
C -3.712 2.096 -0.040 0.003
C -3.681 2.891 -1.166 0.002
H -2.493 3.368 -2.945 0.000
H -4.610 1.980 0.564 0.000
H -4.549 3.481 -1.445 0.000
N -1.376 1.627 -0.318 0.077
P 1.266 1.747 -1.337 0.080
P -1.584 -1.045 1.712 0.137
C -0.209 1.944 -2.436 0.004
H -0.362 1.014 -3.008 0.000
H -0.097 2.739 -3.178 0.001
C -2.738 0.059 0.978 0.009
H -3.755 -0.060 1.385 0.003
C -2.718 -2.597 1.501 0.018
C -1.041 -0.954 3.626 0.026
C 2.532 0.792 -2.352 0.014
C 1.753 3.555 -1.074 0.017
C -1.735 -3.664 1.003 0.005
H -0.918 -3.859 1.714 0.001
H -2.288 -4.604 0.848 0.000
H -1.287 -3.366 0.046 0.001
C -3.449 -3.061 2.769 0.005
H -2.800 -3.340 3.603 0.000
H -4.177 -2.313 3.109 0.000
H -4.022 -3.963 2.500 0.001
C -3.835 -2.400 0.460 0.002
H -4.280 -3.387 0.257 0.001
H -4.636 -1.744 0.822 0.000
H -3.466 -1.996 -0.487 0.000
C -0.425 -2.309 4.012 0.001
H 0.444 -2.535 3.378 0.001
H -0.081 -2.262 5.057 0.000
H -1.116 -3.156 3.943 0.000
C 0.039 0.117 3.777 -0.002
H 0.926 -0.102 3.166 -0.001
H -0.333 1.112 3.505 0.000
H 0.366 0.160 4.827 0.000
C -2.261 -0.567 4.461 0.008
H -3.044 -1.333 4.470 0.000
H -1.941 -0.415 5.502 0.002
H -2.695 0.375 4.096 0.000
C 3.206 3.625 -0.582 0.000
H 3.413 4.671 -0.307 0.000
H 3.345 3.024 0.323 0.000
H 3.942 3.328 -1.339 0.000
C 0.871 4.172 0.026 0.001
H -0.195 4.131 -0.221 0.000
H 1.038 3.682 0.991 0.000
H 1.165 5.228 0.132 0.000
C 1.580 4.385 -2.363 0.006
H 2.005 5.387 -2.189 0.001
H 2.097 3.949 -3.227 0.000
H 0.520 4.525 -2.614 0.000
C 1.861 -0.489 -2.870 0.001
H 1.058 -0.284 -3.589 0.000
H 2.615 -1.107 -3.380 0.000
H 1.438 -1.084 -2.052 0.001
C 3.686 0.402 -1.424 0.002
H 3.352 -0.140 -0.531 0.001
H 4.375 -0.249 -1.977 0.000
H 4.262 1.265 -1.083 0.000
C 3.031 1.641 -3.527 0.006
H 2.212 1.990 -4.172 0.000
H 3.626 2.504 -3.205 0.000
H 3.688 1.021 -4.155 0.002
Ni 0.273 0.557 0.231 1.400
C 1.835 1.178 1.363 0.053
O 2.278 1.971 2.095 0.012
N -0.526 -0.845 -0.654 0.061
C -1.513 -1.217 -1.233 0.010
C -1.967 -1.947 -2.386 0.003
C -1.101 -2.942 -2.877 -0.004
C -3.212 -1.726 -3.025 -0.004
C -1.449 -3.689 -4.005 0.001
H -0.151 -3.130 -2.359 0.000
C -3.573 -2.501 -4.133 0.001
H -3.884 -0.959 -2.634 0.000
C -2.701 -3.490 -4.603 -0.005
H -0.744 -4.423 -4.408 0.000
H -4.537 -2.332 -4.629 0.000
H -2.994 -4.117 -5.446 0.000
C 4.154 -0.283 3.922 0.000
C 4.149 -0.615 2.456 0.002
C 5.461 -1.017 1.851 0.000
O 3.108 -0.509 1.764 0.008
H 5.176 -0.302 4.321 0.000
H 3.547 -1.014 4.478 0.000
H 3.731 0.720 4.083 0.000
H 5.291 -1.701 1.013 0.000
H 5.993 -0.122 1.485 0.000
H 6.094 -1.501 2.606 0.000
```

Its expectation value of S² is 2.026. Its charge is +1. The calculation puts the HOMO-LUMO gap (spin up / spin down) at 6.5 / 5.5 eV. For the HOMO energy (spin up / spin down), the calculation gives -9.048 / -9.088 eV. As for the multiplicity: 3. The energy above the lowest of the compared OMol25 structures with the same formula, charge and spin is 1.766 eV.